117
Properties=species:S:1:pos:R:3 method="wB97M-V/def2-TZVPD" multiplicity=2 max_force_ev_per_a=1.51 total_charge=-1 de_lowest_kj_mol=73.07 total_energy_ev=-100847.2627 gap_ev="5.56 / 5.56" s2=0.756
Ir -0.60 -1.12 -0.57
C 0.81 0.67 4.18
Sb 0.88 0.56 1.99
C -0.34 -1.29 1.51
C 0.66 -2.23 2.00
C 0.54 -3.63 2.00
C 1.58 -4.40 2.48
C 2.73 -3.77 2.98
C 2.77 -2.40 2.96
N 1.77 -1.65 2.49
Si -1.89 -1.34 2.59
C -2.83 0.30 2.61
C -1.41 -1.73 4.39
C -3.06 -2.72 2.11
C 3.89 1.93 -0.30
C 3.38 0.70 -0.86
C 3.63 0.35 -2.23
C 3.25 -0.87 -2.73
C 2.62 -1.80 -1.91
C 2.38 -1.42 -0.61
N 2.73 -0.23 -0.09
Si 4.81 1.84 1.29
C 4.58 0.29 2.36
C 6.67 1.92 0.92
C 4.51 3.31 2.46
Si 3.83 3.46 -1.30
C 2.46 3.38 -2.62
C 3.57 4.99 -0.21
C 5.42 3.90 -2.25
H -0.19 0.97 4.51
H 1.52 1.45 4.48
H 1.09 -0.27 4.65
H -0.36 -4.09 1.60
H 1.51 -5.48 2.48
H 3.56 -4.35 3.37
H 3.63 -1.85 3.34
H -2.15 1.16 2.66
H -3.49 0.34 3.49
H -3.45 0.39 1.72
H -1.08 -0.85 4.94
H -0.60 -2.46 4.41
H -2.26 -2.17 4.93
H -3.27 -2.73 1.04
H -4.01 -2.62 2.65
H -2.63 -3.69 2.39
H 4.18 1.05 -2.84
H 3.49 -1.13 -3.77
H 2.34 -2.78 -2.26
H 1.96 -2.12 0.11
H 4.15 -0.53 1.79
H 3.90 0.50 3.20
H 5.54 -0.04 2.78
H 6.96 1.13 0.22
H 7.27 1.80 1.83
H 6.94 2.88 0.47
H 3.45 3.40 2.72
H 4.84 4.26 2.01
H 5.08 3.17 3.39
H 1.66 4.09 -2.41
H 2.01 2.38 -2.68
H 2.85 3.61 -3.61
H 2.91 4.77 0.63
H 3.13 5.82 -0.78
H 4.53 5.33 0.19
H 5.66 3.15 -3.02
H 6.27 3.94 -1.55
H 5.34 4.88 -2.74
C -2.91 3.44 0.81
C -1.72 3.19 -0.11
C -2.18 3.29 -1.57
C -0.62 4.19 0.17
N -1.23 1.84 0.26
N -0.39 1.19 -0.69
H -3.23 4.49 0.74
H -2.64 3.23 1.85
H -3.76 2.80 0.53
H -2.70 4.24 -1.72
H -2.88 2.47 -1.79
H -1.34 3.25 -2.26
H -0.96 5.21 -0.04
H 0.25 3.99 -0.45
H -0.32 4.13 1.22
H -2.03 1.23 0.36
H 0.55 1.60 -0.65
H -0.73 1.27 -1.64
O -0.43 -0.85 -2.79
N -1.42 -1.21 -3.55
C -1.57 -2.50 -3.86
C -2.64 -2.93 -4.61
C -3.57 -2.01 -5.08
C -3.39 -0.68 -4.74
C -2.31 -0.31 -3.98
H -0.83 -3.16 -3.42
H -2.74 -3.98 -4.84
H -4.42 -2.33 -5.67
H -4.10 0.07 -5.05
H -2.11 0.71 -3.68
C 0.28 -5.13 -1.46
O 0.32 -3.73 -1.20
C -0.86 -3.10 -0.84
O -1.88 -3.75 -0.79
H 0.90 -5.33 -2.33
H -0.75 -5.45 -1.64
H 0.68 -5.67 -0.60
C -6.61 -3.72 0.18
C -6.33 -2.34 -0.35
C -7.35 -1.47 -0.70
C -6.96 -0.22 -1.15
N -5.70 0.16 -1.26
C -4.76 -0.77 -0.91
S -3.11 -0.26 -1.10
N -5.05 -1.99 -0.46
H -7.67 -3.95 0.13
H -6.27 -3.79 1.21
H -6.05 -4.46 -0.40
H -8.40 -1.75 -0.63
H -7.70 0.53 -1.43

***

62
Properties=species:S:1:pos:R:3 method="wB97M-V/def2-TZVPD" multiplicity=6 max_force_ev_per_a=0.26 total_charge=+1 de_lowest_kj_mol=0.00 total_energy_ev=-72221.0105 gap_ev="6.83 / 4.77" s2=8.831
Pd 1.72 1.62 -1.06
O 3.30 -0.84 -2.21
N 2.07 -0.34 -2.14
C 1.09 -1.30 -2.44
C 0.17 -1.76 -1.49
C -0.78 -2.72 -1.93
C -1.72 -3.26 -1.08
C -1.76 -2.85 0.25
C -0.86 -1.89 0.71
C 0.10 -1.33 -0.13
P 1.20 -0.07 0.60
C 0.35 0.58 2.05
C -0.65 1.54 1.87
C -1.34 2.05 2.96
C -1.03 1.60 4.24
C -0.03 0.65 4.43
C 0.65 0.14 3.34
C 2.67 -0.92 1.19
C 3.60 -0.18 1.92
C 4.76 -0.78 2.37
C 5.00 -2.12 2.09
C 4.08 -2.85 1.35
C 2.91 -2.26 0.90
H 3.86 -0.09 -1.84
H 1.02 -1.62 -3.48
H -0.73 -3.04 -2.97
H -2.41 -4.00 -1.45
H -2.49 -3.27 0.93
H -0.92 -1.57 1.74
H -0.88 1.90 0.88
H -2.11 2.79 2.82
H -1.56 2.00 5.10
H 0.21 0.31 5.42
H 1.43 -0.60 3.49
H 3.42 0.87 2.15
H 5.47 -0.19 2.94
H 5.91 -2.59 2.44
H 4.27 -3.89 1.13
H 2.20 -2.84 0.33
N 5.49 2.52 2.82
C 5.44 2.63 1.67
N 5.41 2.81 0.35
C 4.66 2.08 -0.36
N 3.97 1.44 -1.07
S 2.15 4.54 1.01
C 1.95 3.31 0.17
F -7.40 1.19 -3.97
C -6.85 0.35 -3.10
F -7.56 0.40 -1.96
F -6.96 -0.89 -3.59
C -5.40 0.68 -2.83
C -4.77 1.73 -3.51
C -3.45 2.01 -3.25
C -2.75 1.23 -2.29
C -3.40 0.17 -1.61
C -4.72 -0.09 -1.89
C -1.41 1.49 -2.01
C -0.22 1.69 -1.70
H -5.33 2.31 -4.24
H -2.94 2.81 -3.76
H -2.84 -0.41 -0.89
H -5.24 -0.90 -1.38

***

70
Properties=species:S:1:pos:R:3 method="wB97M-V/def2-TZVPD" max_force_ev_per_a=0.49 total_charge=+1 total_energy_ev=-62332.7999 gap_ev=7.10
C 9.58 4.01 4.97
C 8.49 4.55 4.05
S 7.32 5.68 4.87
C 6.42 4.50 5.90
C 5.03 4.22 5.41
C 4.71 3.92 4.10
C 3.40 3.65 3.76
C 2.39 3.70 4.73
C 2.73 4.01 6.00
N 4.02 4.26 6.31
H 9.87 3.00 4.67
H 10.48 4.63 4.90
H 9.28 3.98 6.02
H 8.92 5.16 3.26
H 7.93 3.75 3.58
H 6.38 4.85 6.93
H 6.97 3.56 5.91
H 5.50 3.91 3.36
H 3.15 3.39 2.74
H 1.36 3.48 4.47
H 2.02 4.06 6.81
H 4.25 4.50 7.26
C 1.04 1.82 0.01
C 1.01 2.08 -1.29
C 0.42 3.35 -1.81
O 0.38 3.59 -2.99
C -0.13 4.30 -0.80
C -0.09 4.03 0.50
C 0.50 2.77 1.00
O 0.53 2.52 2.19
H 1.47 0.90 0.40
H 1.40 1.40 -2.04
H -0.56 5.21 -1.20
H -0.49 4.71 1.24
C -2.56 -0.87 -0.15
C -1.24 -0.79 -0.28
C -0.51 -1.62 -1.26
O 0.70 -1.52 -1.37
C -1.29 -2.56 -2.09
C -2.62 -2.65 -1.96
C -3.35 -1.81 -0.99
O -4.56 -1.87 -0.85
H -3.12 -0.26 0.55
H -0.63 -0.12 0.31
H -0.74 -3.16 -2.80
H -3.20 -3.34 -2.56
C -6.53 -5.14 -0.36
C -5.38 -5.02 -1.02
C -4.60 -6.22 -1.43
O -3.56 -6.10 -2.03
C -5.14 -7.55 -1.07
C -6.29 -7.67 -0.41
C -7.08 -6.48 0.00
O -8.12 -6.59 0.60
H -7.11 -4.29 -0.05
H -4.97 -4.06 -1.28
H -4.56 -8.41 -1.39
H -6.71 -8.63 -0.14
C -2.83 -2.07 -8.08
C -2.12 -2.48 -7.03
C -2.77 -2.99 -5.80
O -2.12 -3.36 -4.85
C -4.25 -3.05 -5.79
C -4.97 -2.65 -6.83
C -4.32 -2.13 -8.06
O -4.97 -1.76 -9.01
H -2.38 -1.69 -8.98
H -1.03 -2.45 -7.02
H -4.71 -3.43 -4.88
H -6.05 -2.68 -6.84

***

23
Properties=species:S:1:pos:R:3 method="wB97M-V/def2-TZVPD" multiplicity=2 max_force_ev_per_a=2.51 total_charge=-1 de_lowest_kj_mol=84.29 total_energy_ev=-9537.5985 gap_ev="1.57 / 9.86" s2=0.750
C -0.82 0.55 -1.90
C -1.77 1.06 -0.87
C -1.62 0.36 0.52
C -0.36 0.81 1.33
C -0.47 2.32 1.66
H -0.52 1.18 -2.73
H 0.11 0.28 -1.39
H -1.22 -0.39 -2.32
H -1.52 2.09 -0.62
H -2.75 1.18 -1.37
H -1.54 -0.71 0.34
H -2.51 0.63 1.13
H 0.60 0.49 0.93
H -0.51 0.20 2.24
H 0.49 2.59 2.09
H -1.42 2.57 2.12
H -0.51 2.83 0.69
H -0.05 -7.31 0.27
H -1.12 -6.81 -0.55
O -0.44 -6.45 0.04
H 5.25 1.60 -0.47
H 3.80 2.16 -0.17
O 4.64 2.31 -0.64

***

16
Properties=species:S:1:pos:R:3 method="wB97M-V/def2-TZVPD" max_force_ev_per_a=4.89 total_charge=+1 de_lowest_kj_mol=761.33 total_energy_ev=-10318.9615 gap_ev=10.01
C -1.96 -0.19 0.15
C -0.51 -0.59 -0.25
C 0.37 0.62 -0.05
N 3.22 0.64 -0.22
N 2.14 -0.02 -0.13
O 4.34 0.21 0.14
O 2.25 -1.22 0.41
H -2.05 0.18 1.22
H -2.53 0.36 -0.59
H -2.55 -1.11 0.01
H -0.46 -0.82 -1.35
H -0.34 -1.36 0.50
H 0.06 1.27 -0.77
H 0.34 0.91 0.98
H 3.17 1.67 -0.46
H 3.24 -1.32 0.51

***

16
Properties=species:S:1:pos:R:3 method="wB97M-V/def2-TZVPD" max_force_ev_per_a=0.32 total_charge=0 de_lowest_kj_mol=102.64 smiles=CC1(C)C[C@H]1O total_energy_ev=-7393.7016 gap_ev=10.43
C -0.97 0.75 -0.98
C -0.23 -0.14 -0.02
C -1.06 -1.18 0.71
C 1.19 -0.56 -0.32
C 0.92 0.47 0.74
O 1.28 1.80 0.49
H -1.91 1.09 -0.53
H -0.37 1.65 -1.20
H -1.21 0.25 -1.93
H -0.48 -1.65 1.52
H -1.37 -1.98 0.02
H -1.96 -0.74 1.15
H 1.52 -1.55 -0.04
H 1.63 -0.18 -1.25
H 1.02 0.20 1.79
H 2.02 1.79 -0.14

***

79
Properties=species:S:1:pos:R:3 method="wB97M-V/def2-TZVPD" max_force_ev_per_a=4.12 total_charge=0 de_lowest_kj_mol=0.00 smiles="NC(N)=O.NC(N)=O.CCO.CCO.CCO.CO.CO.CO.CO.CO.CO" total_energy_ev=-43810.6707 gap_ev=10.07
N 9.53 13.06 10.83
C 9.01 12.34 11.75
N 7.61 12.39 11.95
O 9.73 11.50 12.31
H 9.08 13.90 10.42
H 10.50 12.91 10.77
H 7.14 13.06 11.42
H 7.21 12.14 12.80
N 6.57 16.29 9.04
C 7.85 16.51 9.48
N 8.80 15.49 9.23
O 8.25 17.55 10.04
H 5.89 16.94 9.45
H 6.29 15.31 8.90
H 8.65 15.01 8.34
H 9.74 15.76 9.57
C 5.77 9.25 16.05
C 6.38 9.37 14.62
O 5.93 10.65 14.13
H 6.07 10.00 16.79
H 5.77 8.24 16.40
H 4.69 9.53 15.79
H 6.08 8.56 14.02
H 7.46 9.49 14.48
H 4.98 10.75 14.23
C 9.43 9.87 9.36
C 8.52 10.13 8.20
O 8.42 11.53 7.94
H 10.26 10.60 9.40
H 9.82 8.84 9.45
H 8.72 10.07 10.25
H 7.47 9.80 8.38
H 8.75 9.65 7.27
H 9.33 11.93 7.84
C 10.69 6.80 13.39
C 10.86 8.31 13.53
O 9.58 8.82 13.15
H 10.31 6.61 12.36
H 9.89 6.49 14.17
H 11.57 6.17 13.55
H 11.66 8.56 12.86
H 11.24 8.62 14.54
H 9.60 9.85 13.12
C 12.72 16.84 8.52
O 12.68 16.07 9.69
H 13.63 16.52 7.97
H 11.76 16.71 8.02
H 12.84 17.95 8.73
H 11.93 16.38 10.19
C 9.84 12.84 15.23
O 10.88 13.36 14.41
H 9.19 13.74 15.41
H 9.32 11.97 14.76
H 10.30 12.57 16.18
H 10.79 12.82 13.64
C 5.64 12.16 9.44
O 6.73 13.03 9.20
H 5.07 11.96 8.53
H 5.93 11.14 9.82
H 5.06 12.65 10.22
H 7.35 12.37 8.82
C 10.28 16.46 12.90
O 10.48 16.76 11.56
H 9.32 16.01 13.04
H 11.01 15.66 13.22
H 10.48 17.25 13.63
H 9.65 17.05 11.16
C 12.87 12.63 10.82
O 12.35 13.43 9.74
H 13.93 12.60 10.93
H 12.32 12.89 11.77
H 12.59 11.59 10.73
H 12.58 14.38 9.77
C 11.64 13.12 6.40
O 10.80 12.94 7.57
H 11.10 13.81 5.69
H 12.59 13.58 6.63
H 11.70 12.16 5.89
H 11.26 13.19 8.39

***

42
Properties=species:S:1:pos:R:3 method="wB97M-V/def2-TZVPD" max_force_ev_per_a=3.02 total_charge=+1 total_energy_ev=-23119.6973 gap_ev=4.72
C 1.65 1.20 2.10
C 2.19 1.51 3.53
C 2.59 0.29 4.30
C 2.19 -0.93 3.96
C 1.35 -1.16 2.81
C 1.07 -0.18 1.95
H 0.89 1.94 1.81
H 2.46 1.31 1.37
H 3.04 2.20 3.47
H 1.42 2.04 4.10
H 3.22 0.42 5.17
H 2.49 -1.78 4.56
H 0.94 -2.14 2.65
H 0.43 -0.38 1.11
C 0.36 4.01 -4.17
O -0.59 4.07 -3.13
C -0.81 2.87 -2.49
C -1.71 2.86 -1.41
C -2.00 1.71 -0.74
C -1.41 0.48 -1.10
C -1.81 -0.66 -0.38
C -1.45 -2.04 -0.44
C -2.03 -2.89 0.52
C -1.77 -4.23 0.54
C -0.91 -4.79 -0.39
C -0.31 -3.98 -1.34
C -0.57 -2.63 -1.37
C -0.46 0.50 -2.15
C -0.19 1.65 -2.83
H 0.50 5.02 -4.57
H 1.31 3.66 -3.77
H 0.00 3.36 -4.96
H -2.15 3.80 -1.13
H -2.70 1.74 0.08
H -2.54 -0.45 0.38
H -2.69 -2.46 1.25
H -2.22 -4.85 1.30
H -0.70 -5.84 -0.37
H 0.39 -4.41 -2.03
H -0.08 -2.05 -2.13
H 0.09 -0.38 -2.40
H 0.54 1.62 -3.62

***

15
Properties=species:S:1:pos:R:3 method="wB97M-V/def2-TZVPD" max_force_ev_per_a=3.94 total_charge=+1 de_lowest_kj_mol=217.02 total_energy_ev=-8842.5114 gap_ev=9.95
C 0.62 -0.69 -0.15
C 1.87 -1.23 -0.21
C -1.32 -0.29 -0.14
C -0.07 0.58 -0.65
C 0.15 1.79 0.20
N -0.59 -1.32 0.24
O -2.56 -0.09 -0.08
H 2.23 -2.06 0.34
H 2.65 -0.56 -0.33
H 0.30 0.72 -1.76
H -0.25 1.61 1.15
H -0.36 2.69 -0.02
H 1.22 1.80 0.30
H -0.56 -2.25 0.76
H -3.33 -0.70 0.36

***

12
Properties=species:S:1:pos:R:3 method="wB97M-V/def2-TZVPD" max_force_ev_per_a=4.28 total_charge=0 de_lowest_kj_mol=599.48 total_energy_ev=-17017.8279 gap_ev="7.72 / 7.75"
C 0.20 -1.14 0.97
C 1.00 -0.09 1.08
C -0.58 -1.31 -0.27
N 0.71 0.97 -1.01
N -0.09 1.97 -0.87
S 0.26 -0.48 -1.68
H 0.29 -1.95 1.68
H 1.53 0.19 1.98
H -1.03 -2.28 -0.56
H -1.44 -0.49 -0.14
H -1.11 1.75 -0.65
H 0.26 2.87 -0.54